# C16H24AuClN8O3S

A structure of composition C16H24AuClN8O3S in a non-equilibrium geometry (ωB97M-V/def2-TZVPD, OMol25).

The geometry in XYZ format:
```
54
Properties=species:S:1:pos:R:3:lowdin_charge:R:1
Au 2.34465 -0.80410 0.21833 1.25
N 4.56435 -1.78570 -0.07247 0.06
N 4.45715 -3.17960 -0.10017 0.03
C 3.32595 -3.79960 0.27683 -0.36
N 3.26215 -5.11610 0.32503 0.26
N 2.30325 -2.99100 0.58613 0.02
N 1.12435 -3.40290 1.05533 -0.43
O 0.35735 -2.49020 1.30183 -0.04
O 0.86805 -4.57010 1.20003 0.12
H 4.86665 -1.40270 -0.96847 0.13
H 5.20625 -1.47760 0.65933 0.14
H 5.26635 -3.74020 -0.35457 0.19
H 4.04715 -5.70680 0.09723 0.15
H 2.38755 -5.55050 0.62493 0.13
N -2.28865 -1.87140 0.69753 0.13
C -2.34405 -1.78180 -0.61787 -0.89
S -1.23045 -2.65290 -1.56237 0.57
N -3.22345 -1.01650 -1.28017 0.06
C -4.02955 0.04910 -0.86037 -0.24
C -4.60745 0.16460 0.40433 -0.04
C -5.35055 1.28760 0.71793 -0.07
C -5.52145 2.30960 -0.20707 -0.07
C -4.98445 2.17690 -1.48337 -0.07
C -4.25795 1.05200 -1.81087 -0.04
H -1.52275 -2.38870 1.11723 0.06
H -2.89525 -1.34550 1.30463 0.08
H -3.18285 -1.11100 -2.29037 0.12
H -4.55535 -0.63550 1.12403 0.11
H -5.81285 1.35760 1.68983 0.12
H -6.09305 3.18490 0.05853 0.11
H -5.13505 2.94690 -2.22327 0.11
H -3.84355 0.94690 -2.80217 0.12
C 3.65765 3.17810 -1.07957 0.00
C 2.85615 2.22560 -0.16737 -0.56
C 3.18655 2.47990 1.31193 -0.03
O 3.12115 0.95550 -0.56477 -0.21
H 3.31885 4.19640 -0.92257 0.10
H 3.51935 2.89470 -2.11867 0.09
H 4.71455 3.10720 -0.84597 0.09
H 1.78115 2.46180 -0.33287 0.12
H 4.26055 2.40120 1.46723 0.09
H 2.68805 1.73310 1.92783 0.06
H 2.85505 3.46950 1.61043 0.10
Cl -2.21745 1.76220 2.83063 0.78
C -1.36545 1.43850 1.37593 -0.63
C -1.70125 2.09270 0.19183 -0.04
C -1.01815 1.75810 -0.96547 0.00
C -0.00635 0.81250 -0.90327 -0.14
N 0.34715 0.24190 0.24423 -0.01
C -0.30725 0.52770 1.35913 -0.14
H -2.47615 2.84500 0.18073 0.13
H -1.25375 2.23950 -1.90187 0.13
H 0.53775 0.50340 -1.78267 0.13
H -0.00055 0.01980 2.25973 0.12
```

As for the spin multiplicity: 1. The largest force on an atom is 2.7 eV Å⁻¹. For the calculated total energy, the calculation gives -2281.17688 Ha. The energy above the lowest of the compared OMol25 structures with the same formula, charge and spin comes out at 347.36 kJ/mol. For the HOMO energy (alpha / beta), the calculation gives -0.46964 / -0.46955 Ha. The total charge is +2.

# C4Br2CrF12O12S4

A structure of composition C4Br2CrF12O12S4 in a non-equilibrium geometry (ωB97M-V/def2-TZVPD, OMol25).

The geometry in XYZ format:
```
35
Properties=species:S:1:pos:R:3:lowdin_charge:R:1
Cr -0.51173 -0.09352 0.05761 0.18
Br -0.65038 -0.09692 2.77043 -0.21
Br -0.10206 0.01234 -2.52915 -0.14
C -3.95121 2.89244 -0.41348 -0.61
F -5.24209 3.24278 -0.44847 0.08
F -3.29079 3.74425 -1.22466 0.11
F -3.61680 3.06540 0.88818 0.11
S -3.71678 1.03951 -0.90221 0.58
O -4.76882 0.29944 -0.17845 -0.35
O -3.84424 0.82882 -2.36706 -0.36
O -2.34624 0.73676 -0.34118 -0.47
C 3.57611 -0.58420 2.05348 -0.61
F 4.74848 -1.19195 2.42856 0.04
F 3.01574 -0.34162 3.22573 0.11
F 3.87624 0.64588 1.53414 0.08
S 2.56579 -1.69546 0.93655 0.50
O 1.53697 -0.79817 0.42110 -0.42
O 3.47229 -2.23193 -0.08073 -0.35
O 2.06623 -2.75160 1.84911 -0.34
C 2.82484 2.84227 -0.86322 -0.61
F 3.75711 3.71867 -0.52516 0.12
F 2.41549 2.87680 -2.16068 0.07
F 3.22250 1.55048 -0.67524 0.08
S 1.31023 3.05172 0.29562 0.50
O 0.37208 1.91454 0.18316 -0.42
O 2.00112 3.10139 1.53889 -0.33
O 0.77847 4.37600 -0.10998 -0.38
C -0.84640 -4.16441 -1.46699 -0.58
F -1.24596 -3.36616 -2.46494 0.09
F -1.25052 -5.43764 -1.62109 0.09
F 0.52942 -3.95903 -1.43351 0.07
S -1.56698 -3.44137 0.18164 0.48
O -1.12590 -2.06845 0.15956 -0.43
O -2.99697 -3.46956 0.01841 -0.33
O -0.99541 -4.24753 1.26408 -0.34
```

As for the spin multiplicity: 5. As for the expectation value of S²: 6.004. The largest force on an atom is 4.8 eV Å⁻¹. For the calculated total energy, the calculation gives -10038.97062 Ha. The energy above the lowest of the compared OMol25 structures with the same formula, charge and spin comes out at 218.15 kJ/mol. For the HOMO energy (alpha / beta), the calculation gives 0.16131 / 0.10769 Ha. The total charge is -4.

# C9H8O4

An isolated molecule of C9H8O4 in a non-equilibrium geometry (ωB97M-V/def2-TZVPD, OMol25).

The geometry in XYZ format:
```
21
Properties=species:S:1:pos:R:3:lowdin_charge:R:1
C -3.44134 0.62447 -0.55965 0.04
C -2.16729 0.14486 0.20491 -0.47
C 0.17428 -0.16513 0.10866 -0.16
C 0.18247 -1.59545 0.05025 0.01
C 1.41539 -2.20437 -0.10967 -0.03
C 2.65962 -1.46067 0.12442 -0.07
C 2.66246 -0.13563 0.19595 -0.02
C 1.37692 0.51684 0.16489 -0.02
C 1.41694 2.08570 0.20433 -0.40
H -4.17394 -0.06027 -0.21634 0.06
H -3.22571 0.56873 -1.72022 0.14
H -3.75142 1.54918 -0.06656 0.09
H -0.74143 -2.14892 0.02685 0.11
H 1.54579 -3.24032 -0.50196 0.12
H 3.54793 -1.96413 -0.03877 0.08
H 3.59135 0.30467 0.45807 0.12
H -0.40538 1.79981 0.41243 0.02
O -2.26927 -0.51560 1.18734 0.15
O -0.95040 0.58153 -0.28362 0.02
O 0.18017 2.55200 0.51793 0.11
O 2.37287 2.76268 -0.15924 0.10
```

As for the spin multiplicity: 1. The largest force on an atom is 4.4 eV Å⁻¹. For the calculated total energy, the calculation gives -648.68247 Ha. The SMILES is CC(=O)Oc1ccccc1C(=O)O. The energy above the lowest of the compared OMol25 structures with the same formula, charge and spin comes out at 101.13 kJ/mol. For the HOMO energy, the calculation gives -0.35614 Ha.

# C2HF3N2O

A cluster of 2 separate species, C2HF3N2O in total in a non-equilibrium geometry (ωB97M-V/def2-TZVPD, OMol25).

The geometry in XYZ format:
```
9
Properties=species:S:1:pos:R:3:lowdin_charge:R:1
C 2.56413 -0.49118 -0.90973 -0.31
C -1.52449 -0.13890 -0.19927 -0.21
N 2.60225 0.04759 0.09590 0.17
N -0.42884 1.37852 1.23626 0.09
O -0.55916 0.55947 0.30694 -0.06
F 2.65470 -1.26153 -1.93746 0.16
F -1.22730 -1.10760 -1.08958 0.05
F -1.53252 1.27672 2.06803 -0.06
H -2.54876 -0.26309 0.42890 0.17
```

As for the spin multiplicity: 3. As for the expectation value of S²: 2.006. The largest force on an atom is 7.6 eV Å⁻¹. For the calculated total energy, the calculation gives -560.83042 Ha. The energy above the lowest of the compared OMol25 structures with the same formula, charge and spin comes out at 549.32 kJ/mol. For the HOMO energy (alpha / beta), the calculation gives -0.27764 / -0.46026 Ha.

# C6H11N

An isolated molecule of C6H11N in a non-equilibrium geometry (ωB97M-V/def2-TZVPD, OMol25).

The geometry in XYZ format:
```
18
Properties=species:S:1:pos:R:3:lowdin_charge:R:1
C -0.30045 -1.16404 2.00379 -0.11
N -0.77171 -0.32379 0.89691 -0.05
C 0.14316 0.03008 -0.11348 -0.35
C 0.35799 1.29804 -0.44689 -0.12
C -0.34744 2.48669 0.16535 -0.11
C 0.44575 -1.37267 -2.15791 0.03
C 0.63338 -1.14569 -0.86397 -0.13
H 0.66420 -0.82230 2.37609 0.08
H -0.24260 -2.20198 1.66702 0.07
H -1.03991 -1.19280 2.80274 0.08
H -1.26434 0.46444 1.28849 0.09
H 0.98516 1.55575 -1.29257 0.10
H -0.02262 3.47227 -0.15497 0.06
H -0.13260 2.48780 1.24272 0.07
H -1.42117 2.36916 0.01220 0.07
H 0.50844 -2.32371 -2.64018 0.05
H 0.17505 -0.52322 -2.77076 0.06
H 0.95460 -1.96882 -0.22895 0.09
```

As for the spin multiplicity: 1. The largest force on an atom is 1.4 eV Å⁻¹. For the calculated total energy, the calculation gives -289.90841 Ha. The SMILES is C=C/C(=C/C)NC. The energy above the lowest of the compared OMol25 structures with the same formula, charge and spin comes out at 166.12 kJ/mol. For the HOMO energy, the calculation gives -0.29524 Ha.

# C28H37MgN3O3

A structure of composition C28H37MgN3O3 in a non-equilibrium geometry (ωB97M-V/def2-TZVPD, OMol25).

The geometry in XYZ format:
```
72
Properties=species:S:1:pos:R:3:lowdin_charge:R:1
Mg -0.11544 -0.02940 0.13381 0.70
C 2.85869 -1.80329 1.46199 0.00
C 1.76576 -0.78221 1.61336 -0.19
C 0.48351 -1.18180 2.03986 -0.22
C 0.15970 -2.64241 2.17801 -0.01
C -0.43988 -0.20105 2.45646 -0.22
C -1.65034 -0.56733 3.26492 0.00
C -0.15581 1.16065 2.24003 -0.21
C -1.14669 2.18123 2.72085 0.00
C 1.06376 1.54609 1.66233 -0.21
C 1.31593 2.99345 1.34520 -0.02
C 2.06018 0.58166 1.44240 -0.19
C 3.47547 0.98135 1.12910 -0.01
H 3.80819 -1.39251 1.79639 0.09
H 2.98115 -2.11099 0.42160 0.11
H 2.65823 -2.68592 2.06236 0.09
H 0.43504 -3.00049 3.17245 0.12
H 0.70083 -3.23260 1.44246 0.09
H -0.90318 -2.82784 2.03155 0.09
H -2.57545 -0.21383 2.80842 0.09
H -1.57258 -0.09138 4.24459 0.11
H -1.73212 -1.63621 3.43206 0.08
H -1.45709 1.95089 3.73872 0.10
H -2.04455 2.17971 2.09837 0.10
H -0.73221 3.18291 2.72934 0.08
H 1.73465 3.51036 2.20943 0.12
H 0.39262 3.49252 1.06364 0.09
H 2.01071 3.10212 0.51623 0.08
H 3.82975 0.53669 0.19774 0.10
H 4.12805 0.62358 1.92734 0.10
H 3.60180 2.05724 1.08086 0.08
C -3.89359 -0.58627 -4.19123 -0.02
O -2.73058 -1.25880 -3.73764 -0.09
C -1.50751 -0.81322 -4.08081 -0.20
C -1.26620 0.40565 -4.71244 -0.01
C 0.00187 0.74805 -5.13996 -0.08
C 1.07000 -0.11419 -4.93820 -0.08
C 0.85630 -1.31476 -4.29227 0.00
C -0.41659 -1.68305 -3.85372 -0.15
N -0.60327 -3.00415 -3.41908 0.15
C -1.52382 -3.52534 -2.64048 0.05
C -2.34935 -2.83592 -1.72456 -0.14
C -3.64994 -3.32838 -1.46921 0.00
C -4.53984 -2.62580 -0.70148 -0.06
C -4.14508 -1.42053 -0.10881 -0.03
C -2.85335 -0.97696 -0.25503 -0.02
C -1.90880 -1.66216 -1.03269 -0.34
O -0.66249 -1.29344 -1.05216 -0.10
H -4.71651 -1.24679 -3.92611 0.10
H -3.87828 -0.44917 -5.27401 0.11
H -4.02574 0.37754 -3.69242 0.09
H -2.09267 1.06305 -4.92503 0.12
H 0.14975 1.67350 -5.67481 0.12
H 2.04841 0.12642 -5.32632 0.11
H 1.67825 -2.00231 -4.15489 0.12
H 0.01589 -3.65478 -3.89658 0.18
H -1.66589 -4.59774 -2.74103 0.16
H -3.94863 -4.24733 -1.94905 0.13
H -5.53986 -2.99747 -0.54943 0.12
H -4.85523 -0.85271 0.47360 0.12
H -2.49814 -0.05647 0.21945 0.11
C -2.11094 2.99625 -2.15798 -0.03
N -0.72946 2.85207 -2.58429 0.06
C 0.11790 2.06676 -1.91929 -0.54
N 1.39860 1.98251 -2.31142 0.23
O -0.27791 1.42348 -0.91710 -0.03
H -2.62222 3.69125 -2.81725 0.10
H -2.15755 3.38242 -1.13700 0.10
H -2.62018 2.02905 -2.18736 0.08
H -0.41378 3.41006 -3.36240 0.16
H 1.76108 2.43809 -3.13162 0.13
H 2.00736 1.36046 -1.79856 0.12
```

As for the spin multiplicity: 1. The largest force on an atom is 1.7 eV Å⁻¹. For the calculated total energy, the calculation gives -1678.87220 Ha. For the HOMO energy, the calculation gives -0.49979 Ha. The total charge is +2.